(1)
Here is the molecule C5H4O at a distorted geometry from OMol25. Energies are from ωB97M-V/def2-TZVPD.

Values from the calculation:
max |F| = 4.93 eV/Å
relative energy (zero: lowest compared OMol25 entry of this formula, charge and spin) = 95.3 kcal per mole
molecular weight = 80.1 g mol⁻¹
2S+1 = 1
Kohn-Sham gap (spin up / spin down) = 8.197 / 7.267 eV
electronic energy = -7291.5749 eV

Geometry (Å):
C: -0.559 0.337 0.101
C: -0.764 -0.742 -0.506
C: -0.009 1.383 1.035
C: 1.420 1.201 0.764
C: -1.113 -1.847 -1.280
O: -0.618 1.913 1.952
H: 1.618 0.999 -0.263
H: 2.274 1.285 1.432
H: -1.724 -2.640 -1.130
H: -0.525 -1.887 -2.105

=====

(2)
Here is the ion C4H12BrN2 with charge +1 at a distorted geometry from OMol25. Energies are from ωB97M-V/def2-TZVPD.

Values from the calculation:
max |F| = 4.69 eV/Å
relative energy (zero: lowest compared OMol25 entry of this formula, charge and spin) = 57.7 kcal per mole
molecular weight = 168.1 g mol⁻¹
2S+1 = 1
SMILES string = CC[NH2+]CN(C)Br
Kohn-Sham gap = 9.836 eV
total charge = +1
electronic energy = -77355.5947 eV

Geometry (Å):
C: -2.235 -1.866 -0.734
C: -0.733 -1.749 -0.301
N: -0.475 -0.262 -0.096
C: 0.790 0.132 0.391
N: 0.880 1.801 0.041
C: 2.232 2.241 0.403
Br: -0.512 2.707 0.943
H: -2.584 -1.435 -1.713
H: -2.398 -3.030 -0.808
H: -2.943 -1.244 -0.148
H: 0.156 -1.933 -0.866
H: -0.595 -2.243 0.664
H: -1.124 0.223 0.498
H: -0.608 0.228 -0.989
H: 0.936 0.090 1.495
H: 1.614 -0.527 -0.089
H: 2.404 1.742 1.331
H: 2.757 1.868 -0.358
H: 2.436 3.256 0.337

=====

(3)
Here is a structure of composition C4H8F6InN3O14S7 at a distorted geometry from OMol25. Energies are from ωB97M-V/def2-TZVPD.

Values from the calculation:
max |F| = 11.84 eV/Å
relative energy (zero: lowest compared OMol25 entry of this formula, charge and spin) = 106.6 kcal per mole
molecular weight = 775.4 g mol⁻¹
2S+1 = 1
Kohn-Sham gap = 2.615 eV
electronic energy = -134720.7158 eV

Geometry (Å):
In: -1.899 -1.029 -0.203
N: -1.621 0.576 -2.656
S: -1.677 -0.007 -4.067
O: -0.457 -0.302 -4.790
O: -2.896 0.122 -4.850
F: -2.088 -1.519 -3.540
S: -1.660 2.121 -3.207
O: -3.010 2.654 -3.212
O: -0.759 2.483 -4.312
F: -0.927 2.765 -1.932
N: -2.430 0.968 1.745
S: -2.841 0.818 3.481
O: -3.940 1.536 4.018
O: -1.638 0.871 4.318
F: -3.155 -0.797 3.447
S: -2.545 2.500 1.829
O: -1.770 3.278 2.824
O: -3.845 3.101 1.427
F: -1.589 2.931 0.528
N: -0.589 -3.608 -0.566
S: 0.343 -4.009 -1.974
O: -0.249 -4.340 -3.277
O: 1.752 -4.311 -1.815
F: 0.451 -2.426 -2.346
S: -0.089 -4.814 0.171
O: 1.246 -4.812 0.784
O: -0.674 -6.046 -0.346
F: -0.932 -4.624 1.542
C: 2.816 1.431 2.372
C: 3.641 0.509 1.516
C: 2.745 -0.161 0.474
S: 1.598 1.303 0.037
O: 0.228 0.889 0.382
O: 2.000 1.818 -1.259
C: 2.196 2.398 1.403
H: 3.490 1.763 3.161
H: 2.138 0.616 2.624
H: 4.116 -0.303 2.067
H: 4.508 1.045 1.129
H: 2.149 -0.987 0.862
H: 3.343 -0.476 -0.381
H: 1.506 3.183 1.711
H: 3.016 2.894 0.883

=====

(4)
Here is a structure of composition C4H5ClF2 at a distorted geometry from OMol25. Energies are from ωB97M-V/def2-TZVPD.

Values from the calculation:
max |F| = 4.13 eV/Å
relative energy (zero: lowest compared OMol25 entry of this formula, charge and spin) = 190.4 kcal per mole
molecular weight = 126.5 g mol⁻¹
2S+1 = 1
Kohn-Sham gap = 7.265 eV
electronic energy = -22177.6890 eV

Geometry (Å):
C: -0.885 -1.447 1.509
C: 1.043 -0.287 -0.165
C: -0.653 0.647 -0.476
C: 0.830 1.087 -0.559
F: 1.207 1.525 -1.828
F: 1.193 2.088 0.281
Cl: 1.287 -1.429 -1.381
H: -0.370 -2.439 1.154
H: -0.503 -1.329 2.458
H: -1.145 1.547 0.026
H: -0.999 -0.331 0.437
H: -1.006 0.368 -1.457

=====

(5)
Here is a structure of composition C36H37F3O3OsP2S at a distorted geometry from OMol25. Energies are from ωB97M-V/def2-TZVPD.

Values from the calculation:
max |F| = 10.90 eV/Å
relative energy (zero: lowest compared OMol25 entry of this formula, charge and spin) = 0.0 kcal per mole
molecular weight = 858.9 g mol⁻¹
2S+1 = 5
Kohn-Sham gap (spin up / spin down) = 6.522 / 4.093 eV
total charge = +2
electronic energy = -84084.0006 eV

Geometry (Å):
Os: 0.000 0.000 0.000
C: 1.073 1.058 1.641
C: 1.944 0.997 0.557
C: 3.102 0.022 0.425
C: 2.731 -1.268 -0.346
C: 1.337 -1.780 -0.059
C: 0.702 -1.790 1.179
C: 1.340 -1.353 2.487
C: 1.067 0.130 2.836
C: -1.498 -1.012 -1.023
H: 0.505 1.977 1.772
H: 1.972 1.862 -0.101
H: 3.492 -0.225 1.416
H: 3.918 0.521 -0.109
H: 2.789 -1.066 -1.420
H: 3.475 -2.052 -0.138
H: 0.908 -2.402 -0.843
H: -0.197 -2.394 1.267
H: 2.417 -1.544 2.454
H: 0.943 -1.976 3.295
H: 0.078 0.206 3.301
H: 1.791 0.475 3.589
H: -2.477 -0.556 -0.848
H: -1.541 -2.071 -0.736
H: -1.288 -0.954 -2.100
P: 5.376 -0.496 -8.171
P: 4.246 -4.081 -8.077
C: 6.238 -2.023 -7.703
C: 5.792 -3.287 -7.554
C: 6.637 0.529 -9.010
C: 8.011 0.424 -8.751
C: 8.919 1.226 -9.443
C: 8.463 2.146 -10.388
C: 7.096 2.262 -10.645
C: 6.189 1.451 -9.966
C: 5.265 0.285 -6.506
C: 4.418 -0.312 -5.558
C: 4.262 0.246 -4.291
C: 4.928 1.428 -3.959
C: 5.751 2.041 -4.902
C: 5.923 1.474 -6.166
C: 4.957 -5.397 -9.154
C: 5.557 -5.000 -10.361
C: 6.086 -5.945 -11.237
C: 6.001 -7.305 -10.936
C: 5.386 -7.710 -9.751
C: 4.870 -6.764 -8.864
C: 3.673 -5.024 -6.618
C: 2.294 -5.242 -6.489
C: 1.789 -5.949 -5.400
C: 2.658 -6.429 -4.418
C: 4.031 -6.212 -4.534
C: 4.539 -5.517 -5.632
H: 7.264 -1.823 -7.390
H: 6.499 -4.016 -7.154
H: 8.363 -0.287 -8.011
H: 9.983 1.127 -9.246
H: 9.173 2.767 -10.927
H: 6.738 2.973 -11.385
H: 5.127 1.516 -10.186
H: 3.874 -1.218 -5.815
H: 3.610 -0.235 -3.567
H: 4.799 1.869 -2.975
H: 6.271 2.963 -4.654
H: 6.575 1.955 -6.888
H: 5.604 -3.944 -10.618
H: 6.555 -5.619 -12.162
H: 6.405 -8.043 -11.623
H: 5.312 -8.767 -9.510
H: 4.403 -7.091 -7.940
H: 1.620 -4.838 -7.239
H: 0.719 -6.110 -5.308
H: 2.264 -6.968 -3.560
H: 4.708 -6.578 -3.768
H: 5.608 -5.353 -5.727
F: -3.190 3.516 2.584
C: -2.495 2.365 2.900
F: -1.257 2.705 3.409
F: -3.201 1.652 3.850
S: -2.299 1.347 1.406
O: -3.663 0.913 0.848
O: -1.737 2.151 0.224
O: -1.360 -0.098 1.480

=====

(6)
Here is a cluster of 2 separate species, C15H31BCl2FNO in total at a distorted geometry from OMol25. Energies are from ωB97M-V/def2-TZVPD.

Values from the calculation:
max |F| = 5.09 eV/Å
molecular weight = 342.1 g mol⁻¹
2S+1 = 2
Kohn-Sham gap (spin up / spin down) = 8.147 / 7.422 eV
total charge = -1
electronic energy = -48031.3674 eV

Geometry (Å):
C: -1.286 -0.109 -4.485
C: 0.033 -0.389 -5.418
F: -0.443 -0.268 -6.848
C: 1.244 0.705 -5.258
B: 1.444 1.314 -3.746
C: 2.256 0.345 -2.696
Cl: 1.063 -0.562 -1.542
C: 3.375 -0.641 -3.374
C: 2.793 -2.053 -3.970
Cl: 4.691 -1.070 -2.087
H: -1.115 -0.230 -3.333
H: -2.090 -0.939 -4.783
H: -1.826 0.927 -4.732
H: 0.392 -1.523 -5.324
H: 0.947 1.630 -5.952
H: 2.201 0.240 -5.744
H: 2.107 2.304 -3.869
H: 0.450 1.668 -3.214
H: 2.857 1.077 -1.969
H: 3.974 -0.029 -4.206
H: 1.670 -2.274 -3.724
H: 3.402 -3.001 -3.575
H: 2.854 -1.981 -5.160
C: -0.913 1.302 5.130
C: -1.816 0.296 4.351
C: -1.277 -1.158 4.452
C: -0.139 -1.520 3.499
C: -0.447 -1.063 2.077
C: -0.805 0.445 2.018
N: -1.939 0.788 2.940
O: -3.117 0.247 2.394
C: 0.469 1.265 2.362
C: -1.107 0.847 0.541
C: -3.165 0.312 5.149
H: -0.720 2.216 4.557
H: -1.381 1.655 6.056
H: 0.052 0.862 5.402
H: -2.092 -1.866 4.259
H: -0.944 -1.365 5.482
H: 0.802 -1.086 3.850
H: 0.007 -2.606 3.506
H: 0.419 -1.275 1.438
H: -1.270 -1.670 1.675
H: 0.264 2.343 2.336
H: 1.267 1.067 1.634
H: 0.898 1.027 3.337
H: -1.933 0.276 0.103
H: -0.235 0.668 -0.100
H: -1.353 1.912 0.469
H: -3.652 1.293 5.090
H: -2.993 0.093 6.210
H: -3.872 -0.445 4.793

=====

(7)
Here is a cluster of 2 separate species, C5H11O3 in total at a distorted geometry from OMol25. Energies are from ωB97M-V/def2-TZVPD.

Values from the calculation:
max |F| = 1.55 eV/Å
relative energy (zero: lowest compared OMol25 entry of this formula, charge and spin) = 18.1 kcal per mole
molecular weight = 119.1 g mol⁻¹
2S+1 = 1
Kohn-Sham gap = 8.014 eV
total charge = -1
electronic energy = -11507.2818 eV

Geometry (Å):
C: -0.704 -1.331 0.901
C: -0.897 -2.858 0.808
C: -1.139 -0.718 2.222
O: 0.642 -0.990 0.586
H: -1.271 -0.873 0.085
H: -1.165 -3.097 -0.223
H: -1.465 -1.498 2.909
H: -0.258 -0.222 2.611
H: -1.868 0.081 2.084
H: 0.672 -0.390 -0.191
H: -1.635 -3.127 1.545
H: 0.071 -3.331 1.036
C: -0.768 1.633 -1.133
C: 0.786 1.646 -1.248
O: 1.258 0.538 -1.668
O: 1.409 2.674 -0.913
H: -0.984 1.103 -0.214
H: -1.172 1.134 -2.022
H: -1.183 2.617 -0.980

=====

(8)
Here is a structure of composition C32H29Br2Cl6N5O6PS2Ti from OMol25. Energies are from ωB97M-V/def2-TZVPD.

Values from the calculation:
max |F| = 0.98 eV/Å
molecular weight = 1095.1 g mol⁻¹
2S+1 = 3
Kohn-Sham gap (spin up / spin down) = 5.194 / 6.623 eV
total charge = -1
electronic energy = -322685.9543 eV

Geometry (Å):
Ti: 0.594 0.640 0.184
N: 0.640 -2.172 -1.573
C: 0.076 -1.138 -2.322
C: -0.379 -1.450 -3.601
C: -0.943 -0.451 -4.358
C: -1.072 0.826 -3.831
C: -0.634 1.041 -2.548
N: -0.032 0.085 -1.822
C: 1.482 -2.224 -0.486
C: 1.850 -3.499 -0.024
C: 2.792 -3.599 0.967
C: 3.381 -2.441 1.478
C: 2.928 -1.234 1.012
N: 1.970 -1.115 0.075
H: 0.382 -3.081 -1.924
H: -0.304 -2.462 -3.973
H: -1.307 -0.673 -5.353
H: -1.552 1.622 -4.380
H: -0.760 1.997 -2.055
H: 1.383 -4.378 -0.451
H: 3.076 -4.574 1.342
H: 4.147 -2.479 2.238
H: 3.311 -0.300 1.400
Br: 2.394 2.521 6.432
C: 1.952 1.967 4.678
C: 2.505 2.656 3.576
C: 2.170 2.221 2.330
N: 1.342 1.175 2.080
C: 0.810 0.510 3.165
C: 1.123 0.905 4.479
C: -0.115 -0.550 2.874
C: -0.817 -1.258 3.867
C: -1.743 -2.186 3.477
Br: -2.708 -3.143 4.798
C: -1.999 -2.440 2.129
C: -1.267 -1.720 1.216
N: -0.341 -0.811 1.560
H: 3.160 3.504 3.707
H: 2.582 2.704 1.456
H: 0.708 0.379 5.324
H: -0.653 -1.067 4.915
H: -2.753 -3.133 1.786
H: -1.454 -1.861 0.159
O: -2.919 3.062 0.963
Cl: -2.013 2.144 1.552
O: -1.169 2.776 2.514
O: -2.664 1.003 2.091
O: -1.130 1.670 0.419
C: -3.979 -4.132 -4.693
C: -3.730 -2.643 -4.872
C: -4.935 -1.921 -5.454
O: -3.281 -1.949 -3.701
P: -3.698 -2.182 -2.154
S: -2.863 -3.832 -1.416
S: -3.345 -0.530 -1.166
O: -5.286 -2.441 -2.409
C: -6.122 -3.077 -1.431
C: -7.470 -3.258 -2.103
C: -6.224 -2.271 -0.149
H: -4.111 -4.581 -5.680
H: -4.877 -4.313 -4.102
H: -3.145 -4.612 -4.186
H: -2.890 -2.529 -5.569
H: -5.784 -2.009 -4.777
H: -5.202 -2.353 -6.422
H: -4.713 -0.862 -5.591
H: -5.680 -4.056 -1.214
H: -7.898 -2.285 -2.353
H: -8.159 -3.780 -1.437
H: -7.368 -3.837 -3.022
H: -6.511 -1.242 -0.370
H: -5.272 -2.246 0.379
H: -6.977 -2.721 0.502
Cl: 3.258 0.151 -2.325
C: 2.981 1.833 -1.929
C: 1.988 2.183 -1.013
C: 1.802 3.564 -0.892
Cl: 0.591 4.164 0.205
C: 2.544 4.522 -1.584
Cl: 2.239 6.208 -1.389
C: 3.557 4.109 -2.442
Cl: 4.524 5.267 -3.273
C: 3.776 2.748 -2.623
Cl: 5.017 2.233 -3.706

=====

Question: Look up the 2S+1 of the sixth one.
Answer: 2